(1)
8 unconnected molecules or ions with the total composition C17H47N13O9 at a distorted geometry. Source: OMol25; level of theory: ωB97M-V/def2-TZVPD.

Properties
* LUMO energy: 4.012 eV
* highest occupied orbital energy: -1.87 eV
* electronic energy: -56194.36138 eV
* net charge: -2
* frontier orbital gap: 5.879 eV

Last column: Löwdin charge in e.
Cartesian coordinates (Å):
1 O 0.957 -0.340 1.980  -0.3557
2 C 0.529 0.081 0.699  -0.3760
3 C 0.497 1.618 0.372  -0.4205
4 O -0.118 2.579 1.156  -0.3319
5 H -0.463 -0.339 0.444  0.0663
6 H 1.084 -0.377 -0.147  0.0662
7 H 0.081 1.619 -0.658  0.0620
8 H 1.536 1.945 0.156  0.0763
9 C -4.125 -2.246 -1.925  -0.0389
10 C -2.579 -2.137 -1.918  -0.4613
11 C -1.840 -3.080 -2.926  -0.1183
12 C -2.002 -2.486 -4.331  -0.2036
13 C -1.122 -1.263 -4.380  -0.1495
14 C -1.714 -0.188 -3.410  -0.4661
15 N -2.067 -0.761 -2.088  -0.1144
16 O -2.528 0.221 -1.227  -0.0030
17 C -0.573 0.847 -3.321  -0.0385
18 C -2.966 0.462 -4.072  -0.0267
19 C -2.218 -2.640 -0.480  -0.0620
20 H -4.505 -1.599 -2.721  0.0593
21 H -4.638 -2.104 -0.978  0.0778
22 H -4.502 -3.211 -2.287  0.0721
23 H -0.766 -3.133 -2.756  0.1168
24 H -2.363 -4.037 -2.902  0.1118
25 H -3.069 -2.325 -4.505  0.1015
26 H -1.729 -3.145 -5.162  0.1036
27 H -1.183 -0.886 -5.404  0.1124
28 H -0.077 -1.442 -4.131  0.1169
29 H -0.807 1.690 -2.671  0.0628
30 H 0.402 0.415 -3.092  0.0707
31 H -0.356 1.255 -4.314  0.0808
32 H -3.821 -0.191 -4.241  0.0605
33 H -3.339 1.340 -3.544  0.0774
34 H -2.550 0.848 -5.006  0.0734
35 H -2.625 -3.608 -0.178  0.0810
36 H -2.532 -1.957 0.309  0.0706
37 H -1.129 -2.724 -0.457  0.0479
38 H -1.844 0.158 -0.539  0.0759
39 C 3.676 0.638 4.199  -0.7059
40 O 4.701 1.078 4.706  -0.0312
41 N 2.961 1.240 3.223  0.1649
42 N 3.181 -0.592 4.530  0.1446
43 H 3.396 2.061 2.849  0.0709
44 H 2.063 0.876 2.894  0.0681
45 H 2.387 -0.948 4.028  0.0731
46 H 3.639 -1.180 5.199  0.0850
47 C 2.488 -3.565 0.844  -0.6919
48 O 3.233 -4.519 0.576  -0.0411
49 N 2.916 -2.449 1.465  0.1514
50 N 1.221 -3.462 0.391  0.1590
51 H 2.237 -1.686 1.607  0.0380
52 H 3.843 -2.320 1.822  0.0998
53 H 0.716 -2.647 0.713  0.0488
54 H 0.750 -4.255 0.000  0.0941
55 C 4.202 0.242 -0.553  -0.6804
56 O 5.404 0.360 -0.803  -0.0254
57 N 3.282 0.212 -1.572  0.1448
58 N 3.665 -0.087 0.637  0.1631
59 H 3.614 0.804 -2.318  0.0905
60 H 2.295 0.154 -1.374  0.0475
61 H 2.674 -0.155 0.797  0.0306
62 H 4.362 -0.238 1.347  0.1059
63 C 2.105 4.705 3.256  -0.6803
64 O 1.039 4.719 3.859  0.0250
65 N 2.395 3.910 2.176  0.1376
66 N 3.073 5.627 3.464  0.1229
67 H 1.608 3.375 1.809  0.0560
68 H 3.178 4.060 1.570  0.0915
69 H 2.790 6.441 3.982  0.0907
70 H 3.872 5.676 2.862  0.0797
71 C -2.407 4.695 -0.713  -0.7061
72 O -3.378 5.241 -1.261  -0.0586
73 N -1.472 5.320 0.054  0.1475
74 N -2.198 3.371 -0.735  0.1653
75 H -0.827 4.722 0.570  0.0838
76 H -1.499 6.321 0.099  0.0864
77 H -1.464 3.101 -0.089  0.0385
78 H -2.801 2.736 -1.223  0.0822
79 C -2.072 -2.286 3.373  -0.6821
80 O -2.088 -1.179 3.887  0.0451
81 N -1.137 -2.650 2.456  0.1421
82 N -2.897 -3.340 3.692  0.1318
83 H -0.458 -1.900 2.291  0.0711
84 H -0.898 -3.622 2.530  0.0873
85 H -2.648 -4.170 3.192  0.0716
86 H -3.651 -3.292 4.349  0.0891


(2)
A molecular structure, C17H50AsCl2F6O20P4 at a distorted geometry. Source: OMol25; level of theory: ωB97M-V/def2-TZVPD.

Properties
* LUMO energy: 1.829 eV
* highest occupied orbital energy: -7.56 eV
* electronic energy: -198744.12529 eV
* net charge: -1
* frontier orbital gap: 9.386 eV

Last column: Löwdin charge in e.
Cartesian coordinates (Å):
1 As -0.741 2.243 1.757  1.0020
2 F -2.481 2.036 2.310  -0.2897
3 F -0.909 0.663 0.849  -0.2966
4 F 0.933 2.396 1.224  -0.2800
5 F -0.626 3.840 2.636  -0.2933
6 F -0.087 1.355 3.279  -0.3187
7 F -1.411 3.086 0.322  -0.2801
8 C 4.010 -0.269 -2.538  -0.1298
9 O 3.278 -0.064 -3.686  -0.2242
10 P 2.867 1.408 -4.274  0.4269
11 O 1.709 1.437 -5.181  -0.2200
12 O 2.562 2.390 -3.029  -0.2097
13 C 1.560 2.080 -2.075  -0.0988
14 O 4.118 2.059 -4.961  -0.1903
15 C 4.871 1.347 -5.855  -0.1406
16 H 4.594 -1.151 -2.802  0.0944
17 H 3.382 -0.460 -1.668  0.0876
18 H 4.648 0.592 -2.338  0.0963
19 H 1.927 2.373 -1.091  0.0723
20 H 1.290 1.027 -2.004  0.0816
21 H 0.660 2.668 -2.259  0.0953
22 H 5.191 1.945 -6.708  0.0954
23 H 4.150 0.779 -6.443  0.0855
24 H 5.635 0.710 -5.410  0.0976
25 C -0.567 -2.772 -0.808  -0.0966
26 O -1.866 -2.616 -1.391  -0.2127
27 P -3.136 -3.486 -1.060  0.4315
28 O -4.080 -3.460 -2.203  -0.2359
29 O -2.478 -4.864 -0.545  -0.2487
30 C -3.300 -6.031 -0.175  -0.0614
31 O -3.761 -2.795 0.299  -0.2164
32 C -3.011 -2.753 1.470  -0.1437
33 H -0.423 -1.962 -0.092  0.0598
34 H 0.213 -2.669 -1.562  0.0909
35 H -0.428 -3.745 -0.336  0.0851
36 H -4.378 -5.878 -0.140  0.0879
37 H -2.987 -6.481 0.767  0.0810
38 H -3.105 -6.761 -0.961  0.0827
39 H -1.934 -2.913 1.430  0.0811
40 H -3.378 -3.268 2.358  0.0823
41 H -3.322 -1.715 1.595  0.0991
42 C -0.071 -1.628 -5.547  -0.0831
43 O -0.758 -1.108 -4.393  -0.2613
44 P -2.322 -0.624 -4.379  0.5225
45 O -3.261 -1.805 -4.098  -0.2696
46 O -2.495 0.151 -5.757  -0.2297
47 C -1.709 1.268 -6.022  -0.1251
48 O -2.265 0.633 -3.308  -0.2284
49 C -1.647 0.472 -1.992  -0.0816
50 H 0.892 -1.124 -5.629  0.0703
51 H -0.688 -1.494 -6.435  0.0815
52 H 0.068 -2.694 -5.369  0.0841
53 H -1.067 1.518 -5.178  0.0762
54 H -2.262 2.185 -6.229  0.0891
55 H -1.264 0.927 -6.957  0.0950
56 H -1.003 1.328 -1.791  0.0495
57 H -0.921 -0.339 -2.048  0.0553
58 H -2.358 0.338 -1.176  0.0923
59 C 1.891 -1.524 1.989  -0.0847
60 O 1.754 -2.782 2.648  -0.2325
61 P 3.011 -3.819 2.812  0.5265
62 O 3.955 -3.277 3.854  -0.2623
63 O 2.432 -5.300 3.166  -0.2219
64 C 2.386 -5.566 4.567  -0.1149
65 O 3.513 -4.095 1.252  -0.2251
66 C 4.870 -4.305 0.978  -0.1440
67 H 2.908 -1.347 1.642  0.0868
68 H 1.473 -0.716 2.590  0.0870
69 H 1.284 -1.568 1.085  0.0609
70 H 1.525 -5.088 5.033  0.0934
71 H 3.344 -5.290 5.007  0.0780
72 H 2.314 -6.650 4.659  0.0861
73 H 5.510 -3.551 0.520  0.0861
74 H 5.016 -5.157 0.314  0.0837
75 H 5.344 -4.609 1.912  0.0786
76 C -2.711 -0.649 4.620  -0.2580
77 C -3.556 0.506 5.196  -0.2402
78 O -4.255 1.249 4.223  -0.0627
79 O -1.956 -1.360 5.566  -0.0715
80 H -1.906 -0.244 4.007  0.0946
81 H -3.215 -1.360 3.966  0.0985
82 H -2.815 1.201 5.591  0.1194
83 H -4.187 0.127 6.000  0.1165
84 H -3.507 1.520 3.686  0.0260
85 H -1.722 -2.229 5.233  0.0770
86 C -1.434 7.038 2.925  -0.2474
87 C -2.921 7.201 3.290  -0.2333
88 O -3.867 7.394 2.235  -0.0659
89 O -0.845 8.279 2.628  -0.0856
90 H -1.320 6.502 1.983  0.1113
91 H -0.719 6.569 3.602  0.1194
92 H -2.894 8.044 3.981  0.1066
93 H -3.305 6.396 3.917  0.1123
94 H -4.720 7.516 2.658  0.0770
95 H -1.036 8.412 1.697  0.0820
96 C 2.730 4.764 1.266  -1.0376
97 Cl 2.902 6.349 2.105  0.4707
98 Cl 4.303 4.273 0.668  0.5020
99 H 2.445 4.007 1.997  0.0067
100 H 1.918 4.818 0.542  0.0345


(3)
9 unconnected molecules or ions with the total composition C17H52N8O9 at a distorted geometry. Source: OMol25; level of theory: ωB97M-V/def2-TZVPD.

Properties
* LUMO energy: -0.451 eV
* relative energy (zero: lowest compared OMol25 entry of this formula, charge and spin): 216.96 kcal/mol
* highest occupied orbital energy: -8.62 eV
* electronic energy: -48816.16857 eV
* frontier orbital gap: 8.169 eV

Last column: Löwdin charge in e.
Cartesian coordinates (Å):
1 N -4.288 0.073 1.400  0.1565
2 C -4.855 -0.910 0.680  -0.6218
3 N -4.607 -0.916 -0.590  0.1599
4 O -5.625 -1.849 1.350  -0.1422
5 H -3.787 0.854 0.987  0.0432
6 H -4.225 -0.026 2.420  0.1263
7 H -5.052 -1.668 -1.196  0.1810
8 H -4.295 -0.068 -1.004  0.1178
9 N 4.477 1.674 1.870  0.1623
10 C 3.374 1.438 2.525  -0.5735
11 N 2.717 2.576 2.804  0.1416
12 O 2.870 0.165 2.660  -0.0769
13 H 4.536 1.022 1.107  0.1029
14 H 4.712 2.655 1.686  0.1282
15 H 1.838 2.403 3.362  0.1177
16 H 3.183 3.425 3.107  0.1391
17 N 3.274 -2.030 -0.162  0.1731
18 C 2.867 -2.186 -1.382  -0.6432
19 N 3.759 -1.643 -2.216  0.1388
20 O 1.795 -2.886 -1.750  -0.0542
21 H 2.683 -2.262 0.658  0.1309
22 H 4.042 -1.392 0.025  0.1059
23 H 3.585 -1.868 -3.203  0.1211
24 H 4.402 -0.860 -1.962  0.1242
25 N -1.050 1.912 -0.265  0.2052
26 C -1.934 2.735 0.148  -0.6943
27 N -1.474 3.851 0.477  0.1903
28 O -3.249 2.362 0.171  -0.1267
29 H -1.312 0.885 -0.160  0.1246
30 H -0.080 2.145 -0.125  0.0506
31 H -2.279 4.425 0.714  0.1347
32 H -0.464 4.120 0.645  0.1473
33 C -1.431 -2.913 1.067  -0.0338
34 C -1.365 -1.439 1.021  -0.5965
35 C 0.148 -1.082 0.940  -0.0439
36 O -1.978 -0.970 -0.002  -0.0478
37 H -0.835 -3.311 0.246  0.0904
38 H -2.459 -3.186 0.958  0.0796
39 H -1.219 -3.309 2.038  0.0814
40 H -1.705 -1.066 1.974  0.1210
41 H 0.593 -1.144 -0.037  0.0527
42 H 0.769 -1.706 1.505  0.0520
43 H 0.435 -0.089 1.299  0.0462
44 H -2.983 -0.954 0.164  0.0767
45 C -1.518 -2.702 -2.797  -0.0630
46 C -0.642 -3.630 -3.619  -0.6176
47 C -1.693 -4.371 -4.565  -0.0261
48 O 0.144 -3.011 -4.324  0.0186
49 H -0.735 -2.125 -2.292  0.0595
50 H -2.045 -3.286 -2.074  0.0715
51 H -2.140 -1.995 -3.275  0.0725
52 H -0.061 -4.230 -2.855  0.1563
53 H -1.317 -5.266 -5.046  0.0572
54 H -2.126 -3.711 -5.344  0.0871
55 H -2.486 -4.706 -3.903  0.0613
56 H 0.982 -2.972 -3.920  0.0745
57 C 2.330 1.208 -0.795  -0.0266
58 C 2.092 2.677 -0.432  -0.6101
59 C 1.588 3.445 -1.654  -0.0182
60 O 1.375 2.925 0.559  -0.0293
61 H 2.984 0.952 -1.602  0.0648
62 H 1.334 0.864 -1.196  0.0756
63 H 2.594 0.578 0.058  0.0454
64 H 3.067 3.111 -0.168  0.1326
65 H 1.269 4.420 -1.363  0.0753
66 H 0.755 3.013 -2.107  0.0436
67 H 2.278 3.664 -2.448  0.0855
68 H 1.930 2.951 1.325  0.0414
69 C -1.350 1.842 3.468  -0.0281
70 C -0.440 1.572 4.609  -0.6509
71 C 0.172 0.217 4.429  -0.0467
72 O 0.510 2.381 4.722  0.0456
73 H -0.697 1.735 2.632  0.0539
74 H -1.849 2.858 3.491  0.1155
75 H -2.053 1.000 3.402  0.0844
76 H -1.027 1.529 5.588  0.1708
77 H -0.646 -0.472 4.551  0.0757
78 H 0.860 -0.037 5.208  0.0824
79 H 0.533 0.037 3.351  0.0784
80 H 0.658 2.555 5.563  0.0587
81 C 0.531 0.202 -3.646  -0.1698
82 O -0.509 -0.081 -4.544  -0.1062
83 H 0.594 1.283 -3.568  0.0708
84 H 1.503 -0.218 -3.906  0.0784
85 H 0.236 -0.159 -2.715  0.0312
86 H -0.495 -1.028 -4.751  0.0554


(4)
9 unconnected molecules or ions with the total composition C17H52O9 at a distorted geometry. Source: OMol25; level of theory: ωB97M-V/def2-TZVPD.

Properties
* LUMO energy: 0.338 eV
* relative energy (zero: lowest compared OMol25 entry of this formula, charge and spin): 124.85 kcal/mol
* highest occupied orbital energy: -9.87 eV
* electronic energy: -36894.03691 eV
* frontier orbital gap: 10.209 eV

Last column: Löwdin charge in e.
Cartesian coordinates (Å):
1 C -13.121 -0.076 15.512  -0.0992
2 C -13.399 -0.823 16.763  -0.3436
3 O -14.431 -1.800 16.654  -0.0878
4 H -14.059 0.333 15.135  0.0799
5 H -12.538 -0.636 14.781  0.0763
6 H -12.397 0.682 15.810  0.0757
7 H -13.831 -0.156 17.509  0.1087
8 H -12.497 -1.292 17.157  0.1149
9 H -15.263 -1.330 16.745  0.0752
10 C -16.783 -0.189 23.345  -0.1149
11 C -16.184 -1.538 23.599  -0.3140
12 O -15.049 -1.153 24.334  -0.1066
13 H -17.684 -0.351 22.755  0.0688
14 H -16.103 0.491 22.831  0.0791
15 H -17.075 0.333 24.256  0.0749
16 H -15.915 -2.057 22.679  0.1168
17 H -16.783 -2.103 24.313  0.1119
18 H -15.234 -1.012 25.265  0.0840
19 C -23.104 -1.689 15.190  -0.0974
20 C -22.944 -1.168 16.592  -0.3511
21 O -22.109 -1.816 17.519  -0.0700
22 H -22.202 -1.641 14.581  0.0790
23 H -24.062 -1.373 14.777  0.0778
24 H -23.307 -2.760 15.162  0.0633
25 H -23.879 -1.007 17.129  0.1095
26 H -22.490 -0.192 16.421  0.1089
27 H -22.459 -2.700 17.646  0.0800
28 C -6.845 0.245 23.196  -0.0972
29 C -7.451 0.380 21.810  -0.3598
30 O -8.646 1.030 21.917  -0.0663
31 H -6.061 -0.513 23.195  0.0657
32 H -7.514 -0.132 23.970  0.0698
33 H -6.368 1.153 23.566  0.0721
34 H -7.578 -0.588 21.325  0.1090
35 H -6.752 0.964 21.210  0.1141
36 H -9.325 0.503 22.346  0.0926
37 C -12.066 1.578 29.535  -0.0974
38 C -12.661 0.431 30.171  -0.4400
39 O -13.917 0.252 29.729  -0.0394
40 H -12.520 2.488 29.927  0.0840
41 H -12.296 1.573 28.470  0.0815
42 H -10.979 1.659 29.549  0.0848
43 H -12.518 0.532 31.247  0.1139
44 H -12.205 -0.544 30.001  0.1159
45 H -14.304 -0.464 30.240  0.0969
46 C -25.190 0.508 24.870  -0.1122
47 C -25.861 1.158 23.750  -0.3308
48 O -27.213 1.493 24.180  -0.0817
49 H -25.527 -0.524 24.961  0.0803
50 H -25.163 0.980 25.853  0.0828
51 H -24.137 0.438 24.595  0.0771
52 H -25.795 0.535 22.858  0.1079
53 H -25.350 2.028 23.338  0.1045
54 H -27.809 1.653 23.445  0.0720
55 C -9.444 -6.959 21.995  -0.0730
56 C -10.864 -7.074 21.358  -0.3358
57 O -10.809 -6.235 20.265  -0.0885
58 H -8.697 -7.092 21.213  0.0690
59 H -9.281 -7.699 22.778  0.0634
60 H -9.205 -5.989 22.431  0.0678
61 H -11.673 -6.712 21.992  0.1058
62 H -11.139 -8.057 20.975  0.1059
63 H -11.718 -6.161 19.965  0.0854
64 C -20.684 -2.920 30.390  -0.0965
65 C -19.866 -2.362 31.490  -0.3484
66 O -18.707 -3.162 31.538  -0.0972
67 H -21.064 -3.870 30.768  0.0797
68 H -20.126 -3.082 29.468  0.0816
69 H -21.491 -2.230 30.145  0.0773
70 H -20.324 -2.381 32.479  0.1149
71 H -19.470 -1.388 31.203  0.1088
72 H -18.100 -2.917 32.240  0.0799
73 C -15.865 7.181 27.879  -0.1690
74 O -16.489 5.911 28.082  -0.1138
75 H -16.146 7.882 28.665  0.0689
76 H -14.790 7.233 27.705  0.0774
77 H -16.325 7.714 27.047  0.0669
78 H -15.832 5.211 28.075  0.0697